[1]
Computed, not measured: one molecule with the formula C21H23N3O4S, with wB97M-V/def2-TZVPD.

The value obtained for the frontier orbital gap is 8.4 eV. Its relative energy (zero: lowest compared OMol25 entry of this formula, charge and spin) is 2.3081 eV.

The geometry in ORCA input format:
```
! RIJCOSX wB97M-V def2-TZVPD def2/J DEFGRID3
* xyz 0 1
C 5.8053 2.8850 -0.6436
C 6.2074 2.0336 0.5584
O 5.1127 1.7151 1.3913
C 4.2344 0.7402 1.0173
C 3.1497 0.5552 1.8770
C 2.1906 -0.3969 1.6098
C 2.3036 -1.1961 0.4760
C 3.3892 -1.0326 -0.3717
C 4.3439 -0.0649 -0.1115
H 5.1743 0.0332 -0.7929
H 3.4704 -1.6591 -1.2457
N 1.3055 -2.1482 0.1834
C 0.8649 -3.0785 1.0653
O 1.2056 -3.1961 2.2178
C -0.1235 -3.9773 0.3262
C -0.5455 -3.1468 -0.8707
H -0.8236 -3.7278 -1.7496
C 0.7099 -2.2657 -1.1637
O 1.4156 -2.4622 -2.1476
S -1.9646 -2.0971 -0.4181
C -1.2212 -0.5992 -0.8907
N -0.0038 -0.7202 -1.3003
C 0.7933 0.2751 -1.9451
H 0.2196 0.8314 -2.6910
H 1.2408 0.9609 -1.2220
H 1.5832 -0.2869 -2.4521
N -1.8743 0.5761 -0.8820
C -3.1901 0.9079 -0.5264
C -3.9458 0.1624 0.3590
C -5.2445 0.5605 0.6854
C -5.7735 1.7176 0.1229
C -4.9999 2.4660 -0.7490
C -3.7180 2.0772 -1.0761
H -3.1261 2.6709 -1.7569
H -5.4095 3.3674 -1.1786
H -6.7723 2.0470 0.3571
O -5.8897 -0.2437 1.5631
C -7.1979 0.0958 1.9600
H -7.8868 0.1025 1.1097
H -7.2259 1.0685 2.4609
H -7.5011 -0.6789 2.6621
H -3.5614 -0.7259 0.8290
H -1.3575 1.3445 -1.2943
H 0.4101 -4.8743 0.0049
H -0.9481 -4.2754 0.9725
H 1.3594 -0.5372 2.2827
H 3.0828 1.1774 2.7557
H 6.7283 1.1242 0.2351
H 6.8817 2.6034 1.2043
H 5.3166 3.7944 -0.3026
H 6.6894 3.1523 -1.2159
H 5.1163 2.3454 -1.2889
*
```



[2]
Computed, not measured: C6H6N4O2 as an isolated structure, with wB97M-V/def2-TZVPD.

The value obtained for the frontier orbital gap is 8.7 eV. Its relative energy (zero: lowest compared OMol25 entry of this formula, charge and spin) is 4.0221 eV.

The geometry in ORCA input format:
```
! RIJCOSX wB97M-V def2-TZVPD def2/J DEFGRID3
* xyz 0 1
C 0.9136 2.5764 -0.2826
C 0.5377 0.0189 -0.7194
C 1.7056 -1.5321 -1.6036
C 0.0782 -1.1713 -0.0390
C -0.9724 -1.1736 0.6827
C -0.8619 1.3696 0.8382
H 2.1464 2.3146 -0.1980
H 0.3923 2.9430 -1.3519
H 0.5396 3.2788 0.8582
H 2.5023 -2.1298 -2.1210
H 1.3113 -3.2628 -0.5490
H -2.2854 -0.0437 1.7637
N 0.1897 1.2704 -0.0589
N 1.5891 -0.2517 -1.6649
N 1.1371 -2.1411 -0.5426
N -1.4242 0.1556 1.0803
O -1.6604 -2.1241 1.0719
O -1.2713 2.5165 1.0085
*
```



[3]
Computed, not measured: one molecule with the formula C2H6O, with wB97M-V/def2-TZVPD.

The value obtained for the frontier orbital gap is 11.3 eV. Its relative energy (zero: lowest compared OMol25 entry of this formula, charge and spin) is 0.0906 eV.

The geometry in ORCA input format:
```
! RIJCOSX wB97M-V def2-TZVPD def2/J DEFGRID3
* xyz 0 1
C 0.6388 -0.5354 0.5749
C -0.1684 0.2049 -0.4638
O -1.1856 0.9660 0.1583
H 0.0448 -1.1973 1.2154
H 1.3810 -1.0779 -0.0118
H 1.1809 0.1671 1.2185
H -0.6011 -0.4870 -1.2037
H 0.5863 0.7954 -1.0021
H -1.8768 1.1641 -0.4858
*
```



[4]
Computed, not measured: C11H24CrO15S2 as an isolated structure, with wB97M-V/def2-TZVPD.

The value obtained for the frontier orbital gap (alpha / beta) is 8.9 / 4.2 eV.

The geometry in ORCA input format:
```
! RIJCOSX wB97M-V def2-TZVPD def2/J DEFGRID3
* xyz 1 6
Cr -0.4318 -0.0817 0.9368
O -1.2157 -3.9790 1.7994
C -0.8829 -2.7074 1.6482
O -0.8213 -1.9816 2.6297
O -0.6690 -2.1649 0.5566
H -1.2940 -4.1556 2.7398
O -0.9124 3.6662 2.1326
C -0.7047 2.3850 1.8298
O -0.2615 2.0718 0.7734
O -0.9828 1.3739 2.5057
H -0.7748 4.0918 1.2831
O -2.5248 -0.3666 -2.8291
S -3.1208 -0.3900 -1.4755
O -2.4674 0.0545 -0.2770
O -4.6692 0.3089 -1.5720
C -5.1570 0.9614 -0.4475
C -5.9052 -0.1030 0.3718
C -3.7800 -2.1455 -1.0570
H -5.8388 1.7059 -0.8584
H -4.4224 1.5696 0.0803
H -5.2259 -0.8105 0.8473
H -6.6696 -0.6042 -0.2220
H -6.5650 0.3281 1.1247
H -4.8554 -2.2602 -1.1932
H -3.5645 -2.2448 0.0068
H -3.2670 -2.8566 -1.7044
O 1.5811 -0.1750 1.7273
S 2.9711 0.1067 1.9765
O 3.6475 -0.6138 3.0828
O 3.8121 -0.0428 0.5557
C 5.1952 -0.2478 0.7147
C 5.7352 -0.5080 -0.6699
C 3.1294 1.8641 2.3124
H 5.3345 -1.1496 1.3110
H 5.7070 0.6275 1.1148
H 6.6704 -1.0676 -0.6871
H 5.7810 0.4885 -1.1091
H 5.0334 -1.0808 -1.2761
H 2.9056 2.0662 3.3598
H 2.4296 2.3911 1.6638
H 4.1295 2.2038 2.0429
C 0.1209 2.5107 -2.1358
O 0.7653 1.3820 -2.8127
C 1.0257 0.2593 -2.1299
O 0.5430 0.0005 -0.9815
O 1.7712 -0.5934 -2.8999
C 2.1323 -1.8485 -2.3267
H -0.8172 2.1719 -1.6963
H -0.1945 3.3323 -2.7788
H 0.8758 2.7529 -1.3877
H 2.5707 -1.6482 -1.3491
H 2.8479 -2.3233 -2.9979
H 1.2801 -2.5241 -2.2533
*
```



[5]
Computed, not measured: C17H17N4OPd as an isolated structure, with wB97M-V/def2-TZVPD.

The value obtained for the frontier orbital gap is 8.5 eV. Its relative energy (zero: lowest compared OMol25 entry of this formula, charge and spin) is 0.0000 eV.

The geometry in ORCA input format:
```
! RIJCOSX wB97M-V def2-TZVPD def2/J DEFGRID3
* xyz 1 1
Pd 1.0661 -0.4837 0.1794
C 0.9190 -4.4127 -1.4011
C 1.3240 -3.2327 -0.7694
N 0.6132 -2.1185 -0.8415
C -0.5486 -2.1097 -1.5503
C -1.0374 -3.2534 -2.1730
C -0.2671 -4.4277 -2.0834
C -2.2980 -3.1941 -2.8651
C -3.0087 -2.0508 -2.9110
C -2.5104 -0.8509 -2.2922
C -3.2166 0.3674 -2.2881
C -2.6773 1.4592 -1.6639
C -1.4110 1.3437 -1.0694
N -0.7236 0.2227 -1.0744
C -1.2757 -0.8721 -1.6493
H 1.5358 -5.2944 -1.3121
H 2.2295 -3.1921 -0.1820
H -0.6220 -5.3358 -2.5544
H -2.6686 -4.0955 -3.3350
H -3.9651 -2.0147 -3.4157
H -4.1847 0.4268 -2.7693
H -3.1972 2.4057 -1.6348
H -0.9390 2.1964 -0.5963
N 1.1532 -2.2294 2.7174
C 1.2130 -1.5907 1.7586
C 2.3153 3.7770 0.8830
N 1.7964 3.1506 2.1024
C 1.6827 3.9512 3.3276
C 1.4569 1.8733 2.0516
C 0.9325 1.1567 3.2477
O 1.6138 1.2799 0.9415
H 2.5739 4.8059 1.1075
H 1.5656 3.7545 0.0936
H 3.1983 3.2469 0.5317
H 2.0520 4.9478 3.1117
H 2.2857 3.5295 4.1290
H 0.6465 4.0298 3.6518
H 0.9240 1.7633 4.1454
H 1.5338 0.2635 3.4105
H -0.0800 0.8070 3.0415
*
```



[6]
Computed, not measured: a 10-piece molecular cluster, C28H44Cl12F12O8 overall, with wB97M-V/def2-TZVPD.

The value obtained for the frontier orbital gap is 10.5 eV. Its relative energy (zero: lowest compared OMol25 entry of this formula, charge and spin) is 1.3612 eV.

The geometry in ORCA input format:
```
! RIJCOSX wB97M-V def2-TZVPD def2/J DEFGRID3
* xyz 0 1
C 18.6038 -11.1474 14.8012
C 19.0747 -12.4008 14.0668
O 19.2721 -13.4939 14.9763
C 20.4942 -13.7438 15.5300
O 21.5045 -13.1727 15.2116
C 20.4001 -14.7553 16.6499
F 20.4841 -14.2390 17.8845
F 19.3082 -15.5464 16.6834
F 21.3976 -15.5934 16.4702
H 17.6400 -11.2548 15.2988
H 18.4147 -10.4054 14.0256
H 19.3231 -10.7993 15.5426
H 19.9591 -12.2316 13.4526
H 18.4373 -12.6657 13.2232
C 25.9384 -13.4194 5.8874
C 26.7898 -14.5184 6.6082
O 26.4496 -14.6400 7.9679
C 25.4641 -15.5303 8.3655
O 25.0308 -16.4198 7.6332
C 25.0219 -15.4021 9.8416
F 25.9501 -14.7905 10.5830
F 23.8759 -14.6570 9.9743
F 24.7031 -16.5849 10.3741
H 26.5278 -12.5144 5.7399
H 25.0837 -13.0666 6.4645
H 25.7379 -13.8511 4.9068
H 27.8236 -14.1777 6.5496
H 26.8192 -15.4838 6.1030
C 16.1691 -6.3508 9.7578
C 17.4820 -7.0996 9.9693
O 18.3702 -7.1368 8.8287
C 19.4283 -8.0005 8.8287
O 19.7146 -8.7214 9.7605
C 20.3574 -7.8261 7.6041
F 20.5307 -9.0900 7.0982
F 19.8148 -7.0898 6.6556
F 21.5755 -7.2872 7.9448
H 15.5161 -6.9422 9.1160
H 16.3381 -5.4003 9.2517
H 15.7117 -6.1805 10.7325
H 17.2561 -8.1454 10.1776
H 18.0979 -6.7127 10.7812
C 28.7718 -20.2489 9.5703
C 27.5966 -21.2388 9.7364
O 27.1790 -21.1664 11.1056
C 27.4486 -22.1647 11.8872
O 28.0966 -23.1571 11.5965
C 26.9642 -21.9064 13.3385
F 26.4617 -20.6963 13.5143
F 26.0311 -22.7523 13.6539
F 28.0132 -22.1559 14.1679
H 28.9420 -19.9496 8.5361
H 29.7532 -20.6255 9.8589
H 28.5434 -19.3107 10.0760
H 27.9363 -22.2218 9.4100
H 26.7348 -21.0265 9.1038
Cl 20.8730 -22.3479 11.9343
C 21.6807 -22.4567 10.3323
C 20.7754 -23.1987 9.2704
Cl 21.6482 -23.4519 7.7040
H 22.6495 -22.9192 10.5214
H 21.8296 -21.4140 10.0518
H 19.8910 -22.6245 8.9943
H 20.4048 -24.1525 9.6459
Cl 33.1112 -13.0534 9.6299
C 31.4801 -12.5010 10.0934
C 31.3572 -12.1258 11.5683
Cl 32.5037 -10.8170 11.9506
H 30.7464 -13.2697 9.8506
H 31.2737 -11.6699 9.4189
H 31.5708 -13.0142 12.1626
H 30.3942 -11.7677 11.9323
Cl 31.4724 -16.9235 3.4654
C 31.7555 -16.7770 1.7040
C 30.9767 -15.5798 1.2269
Cl 31.6946 -14.1300 2.0616
H 31.4413 -17.6859 1.1908
H 32.8297 -16.7626 1.5198
H 29.9380 -15.6223 1.5547
H 30.9819 -15.3546 0.1604
Cl 26.3113 -9.6361 10.8592
C 24.8675 -9.8661 11.8016
C 25.1436 -10.1449 13.2682
Cl 26.0498 -8.8964 14.1251
H 24.2726 -10.6058 11.2658
H 24.2787 -8.9644 11.6334
H 25.7749 -11.0229 13.4046
H 24.3116 -10.2169 13.9688
Cl 25.8698 -18.2792 0.7069
C 24.8901 -19.4666 1.5739
C 25.7333 -20.1991 2.6054
Cl 26.9772 -21.1343 1.8256
H 24.4118 -20.1730 0.8954
H 24.1016 -18.8703 2.0328
H 25.1703 -20.9265 3.1903
H 26.1787 -19.5676 3.3741
Cl 19.4593 -16.5485 5.3237
C 19.7586 -14.8023 5.2344
C 18.6779 -14.0873 6.0470
Cl 19.1001 -14.0921 7.7989
H 19.7864 -14.5806 4.1675
H 20.7643 -14.5242 5.5495
H 17.6861 -14.4702 5.8067
H 18.7338 -13.0500 5.7169
*
```



[7]
Computed, not measured: C35H29F12N3O2PTi as an isolated structure, with wB97M-V/def2-TZVPD.

The value obtained for the frontier orbital gap (alpha / beta) is 3.8 / 7.1 eV. Its relative energy (zero: lowest compared OMol25 entry of this formula, charge and spin) is 0.9466 eV.

The geometry in ORCA input format:
```
! RIJCOSX wB97M-V def2-TZVPD def2/J DEFGRID3
* xyz -1 3
Ti 0.2954 0.0737 -0.0561
C -3.5047 5.0923 -2.7975
C -2.8447 4.0982 -1.8851
C -3.5369 3.4787 -0.8458
C -2.8974 2.6009 0.0036
C -1.5324 2.2921 -0.1349
N -0.9128 1.4081 0.7130
C -1.2025 1.4533 2.0442
C -1.5513 2.6751 2.6608
C -1.8265 2.7683 4.0036
C -1.7856 1.6427 4.8204
C -2.0737 1.7244 6.2924
C -1.4261 0.4313 4.2414
C -1.1217 0.3168 2.8938
C -0.7012 -1.0183 2.2800
O 0.3735 -0.9438 1.4604
C -0.3222 -2.1021 3.3325
F -1.3174 -2.6056 4.0901
F 0.2260 -3.1648 2.7258
F 0.6002 -1.6637 4.2013
C -1.9181 -1.5950 1.4980
F -1.6119 -2.7220 0.8363
F -2.9756 -1.8990 2.2738
F -2.3879 -0.7350 0.5789
C -0.8476 2.8847 -1.2307
C -1.5090 3.7739 -2.0655
C 0.6210 2.5330 -1.4252
O 0.9103 1.2140 -1.3503
C 1.1792 2.9717 -2.8027
F 0.4440 2.4895 -3.8107
F 1.2869 4.3010 -3.0153
F 2.4159 2.4873 -2.9866
C 1.4173 3.3496 -0.3603
F 1.1170 4.6654 -0.3917
F 1.1674 2.9494 0.8961
F 2.7484 3.2823 -0.5121
H -4.5162 5.3116 -2.4625
H -3.5542 4.7050 -3.8153
H -2.9358 6.0221 -2.8247
H -4.5892 3.6813 -0.7007
H -3.4481 2.1172 0.7997
H -1.5789 3.5603 2.0429
H -2.0754 3.7330 4.4219
H -2.5103 2.6873 6.5501
H -1.1524 1.6059 6.8643
H -2.7590 0.9349 6.5972
H -1.3967 -0.4389 4.8804
H -0.9860 4.2468 -2.8804
N -0.6421 -3.3611 -2.0756
C 0.1663 -2.5232 -1.3293
N -0.3241 -1.2702 -1.3260
C -1.4610 -1.3003 -2.0966
C -2.3725 -0.2923 -2.3986
C -3.4964 -0.6477 -3.1429
C -3.6955 -1.9379 -3.6010
C -2.7798 -2.9584 -3.3376
C -1.6772 -2.6181 -2.5659
H -0.5239 -4.3546 -2.1610
H 0.9334 -2.8987 -0.6808
H -2.2219 0.7183 -2.0468
H -4.2364 0.1098 -3.3628
H -4.5865 -2.1685 -4.1679
H -2.9265 -3.9652 -3.7018
C 4.4830 1.1492 0.5520
P 2.8021 0.4402 0.9544
C 3.1375 0.1028 2.7390
C 3.0892 -1.1945 0.1707
C 2.9576 -1.2504 -1.2207
C 3.2282 -2.4181 -1.9101
C 3.6125 -3.5700 -1.2180
C 3.7020 -3.5320 0.1617
C 3.4535 -2.3612 0.8579
H 5.2819 0.4504 0.7981
H 4.6127 2.0683 1.1205
H 4.5204 1.3926 -0.5066
H 4.1249 -0.3308 2.8913
H 2.3686 -0.5508 3.1383
H 3.0832 1.0592 3.2606
H 2.6446 -0.3602 -1.7598
H 3.1350 -2.4493 -2.9868
H 3.8261 -4.4842 -1.7596
H 3.9777 -4.4254 0.7108
H 3.5377 -2.3581 1.9333
*
```



[8]
Computed, not measured: C25H24N5O3Pd as an isolated structure, with wB97M-V/def2-TZVPD.

The value obtained for the frontier orbital gap is 4.7 eV.

The geometry in ORCA input format:
```
! RIJCOSX wB97M-V def2-TZVPD def2/J DEFGRID3
* xyz -1 1
Pd -0.5102 -0.5833 0.0248
C -3.8640 1.4248 0.1244
N -3.5891 0.1571 0.7679
C -3.3204 0.2292 2.1912
C -1.8888 0.3951 2.6137
N -0.8203 0.0624 1.9487
C 0.2521 0.3314 2.7915
C 1.6124 0.1714 2.5627
C 2.4780 0.5246 3.5824
C 2.0041 1.0244 4.8025
C 0.6506 1.1877 5.0420
C -0.2151 0.8318 4.0141
N -1.5850 0.8593 3.8794
C -2.7046 2.3338 -0.1827
N -1.4779 1.9674 -0.3436
C -0.7792 3.1003 -0.7007
C 0.5704 3.2307 -1.0122
C 1.0193 4.4958 -1.3479
C 0.1538 5.5983 -1.3768
C -1.1941 5.4769 -1.0811
C -1.6463 4.2058 -0.7469
N -2.8822 3.6895 -0.4072
H -4.5811 1.9765 0.7440
H -4.3748 1.2123 -0.8206
H -2.7948 -0.3513 0.3304
H -3.6861 -0.6947 2.6560
H -3.9041 1.0488 2.6258
H 1.9398 -0.2167 1.6066
H 3.5455 0.4142 3.4381
H 2.7141 1.2895 5.5763
H 0.2872 1.5749 5.9862
H -2.2524 1.1724 4.5597
H 1.2070 2.3525 -1.0085
H 2.0614 4.6420 -1.6032
H 0.5488 6.5705 -1.6455
H -1.8571 6.3331 -1.1158
H -3.7506 4.1898 -0.3546
C -0.4436 -6.2682 -3.9483
O 0.8934 -6.0024 -3.6011
C 1.1462 -4.7893 -2.9993
C 2.4931 -4.5691 -2.6602
C 2.8244 -3.3694 -2.0777
C 1.8892 -2.3587 -1.8176
C 2.3449 -1.0545 -1.3466
C 3.6653 -0.9989 -0.5705
O 1.7705 0.0028 -1.5705
C 0.4922 -2.6084 -2.0768
O -0.4594 -1.8502 -1.7439
C 0.1835 -3.8549 -2.7289
H -0.4514 -7.2551 -4.4087
H -0.8289 -5.5332 -4.6616
H -1.0959 -6.2730 -3.0697
H 3.2291 -5.3309 -2.8788
H 3.8668 -3.1863 -1.8421
H 3.7664 -1.8289 0.1291
H 3.7001 -0.0494 -0.0383
H 4.5098 -1.0314 -1.2633
H -0.8624 -4.0187 -2.9466
*
```



How do the records compare in F_max? In the order shown, they have 1.10 12.67 0.66 8.17 1.04 3.82 2.46 0.77 eV/A.